Molecular formula: CH3NOS
Method: DFT, ωB97M-V/def2-TZVPD

Bonds (Å) are listed after each position.
Atoms and positions in Å:
1 H -2.027 1.151 0.042  C7 1.079
2 O -1.533 -0.822 0.008  C7 1.226
3 H 0.412 -1.154 0.027  S4 1.321
4 S 1.342 -0.217 0.002  H3 1.321, N6 1.733
5 H 0.206 1.803 0.172  N6 0.996
6 N -0.018 0.856 -0.040  S4 1.733, H5 0.996, C7 1.348
7 C -1.278 0.376 -0.011  H1 1.079, O2 1.226, N6 1.348

Calculated values
LUMO level = 0.5694 eV
Charge = 0
SMILES = O=CNS
Kohn-Sham gap = 9.5 eV
Electronic energy = -568.06504 Ha
E_HOMO = -8.95 eV